No. 1
The following is a DFT calculation (the ωB97M-V functional and the def2-TZVPD basis) of the ion C2H3N4 with charge -1.

Last column: Löwdin charge in e.
Element x y z (Å)
C 1.52 0.29 0.22  -0.526
C 0.08 -0.05 -0.10  -0.116
N 2.34 0.07 1.36  -0.073
N 2.29 0.52 -0.83  -0.075
N 3.58 0.16 0.88  -0.197
N 3.56 0.44 -0.40  -0.186
H -0.78 0.08 0.63  0.061
H -0.14 0.61 -0.91  0.024
H 0.03 -1.17 -0.45  0.087

Properties
Orbital gap, Eh: 0.317
Charge: -1
DFT total energy, eV: -8082.8597
Spin multiplicity: 1
Energy above the lowest of the compared OMol25 structures with the same formula, charge and spin, kcal/mol: 7.8

---

No. 2
The following is a DFT calculation (the ωB97M-V functional and the def2-TZVPD basis) of the ion C2H3N4 with charge +1.

Last column: Löwdin charge in e.
Element x y z (Å)
C -0.80 1.13 1.25  -0.144
C -0.18 -0.64 -0.49  -0.077
N -1.27 -0.34 -0.11  0.152
N -1.78 0.43 0.85  0.076
N 0.36 1.38 1.17  0.259
N 0.66 -1.18 -1.31  0.236
H 0.96 1.96 1.82  0.163
H 1.28 -0.53 -1.79  0.155
H 0.75 -2.21 -1.41  0.180

Properties
SMILES string: N=C=N[N+]#CN
Orbital gap, Eh: 0.311
Charge: +1
DFT total energy, eV: -8071.1240
Spin multiplicity: 1
Energy above the lowest of the compared OMol25 structures with the same formula, charge and spin, kcal/mol: 10.7

---

- Which of these has the lowest charge?
  number 1

---

- Number 2 is which compound?
  C2H3N4

---

- Which value of DFT total energy does entry 2 give?
  -8071.1240 eV